# 1
DFT (ωB97M-V with the def2-TZVPD basis set) results for the ion C3H6N3 with charge +1.

Summary:
- LUMO energy (spin up / spin down): -4.96 / -4.96 eV
- Total energy: -7667.1039 eV
- Orbital gap (spin up / spin down): 0.317 / 0.317 Eh
- F_max: 0.073 hartree/bohr
- ΔE to the lowest compared entry with this formula, charge and spin: 4.2724 eV
- Charge: +1

Element x y z (Å)
C 0.24354 -2.17503 0.24046
C -1.35992 -1.32958 1.63944
C -0.00294 1.37998 -0.40554
N -0.69316 -2.20147 1.24198
N 0.39452 -0.94346 -0.21830
N -0.00056 0.13591 0.28296
H 0.92991 -3.01641 -0.01109
H -1.95876 -0.53422 2.14966
H -0.69241 2.02586 0.22713
H 0.95499 1.87509 -0.52515
H -0.49683 1.20569 -1.34288
H 1.12733 -0.82040 -0.91602

Forces on atoms 1 to 6 (eV/Å):
C 0.206 -1.437 0.388
C -0.691 2.318 0.769
C -1.306 1.082 0.684
N 0.446 -0.166 -0.570
N 2.929 0.933 -1.013
N -2.439 -1.520 2.439

Atom charges from the Mulliken analysis, given in e for atoms 1 to 4: C -0.1659; C 0.3411; C -0.7220; N -0.1401



# 2
DFT (ωB97M-V with the def2-TZVPD basis set) results for the ion C3H6N3O with charge +1.

Summary:
- LUMO energy: -6.49 eV
- Total energy: -9711.5739 eV
- Orbital gap: 0.258 Eh
- F_max: 0.098 hartree/bohr
- ΔE to the lowest compared entry with this formula, charge and spin: 7.1562 eV
- Charge: +1

Element x y z (Å)
C 0.09209 1.05574 0.31072
C 0.58262 -0.20224 0.24362
C 1.22229 -1.44457 -0.02985
N -1.19565 1.48997 0.13869
N -2.28377 0.70385 -0.04862
N -2.31184 -0.57638 -0.34062
O -3.38079 -1.13599 -0.40652
H 0.73330 1.74864 0.73544
H 0.16092 -1.92815 0.04247
H 1.97597 -1.94350 0.64922
H 1.60521 -1.57542 -1.01835
H -1.55075 2.44315 0.22464
H -3.27366 1.15101 0.02774

Forces on atoms 1 to 6 (eV/Å):
C -2.534 -3.240 -0.693
C 0.319 1.308 0.225
C -0.746 0.124 0.632
N 0.837 0.365 0.001
N -5.039 -0.307 -0.184
N 2.126 -0.834 0.158

Atom charges from the Mulliken analysis, given in e for atoms 1 to 4: C 0.0270; C 0.1482; C -0.5797; N -0.0995



# 3
DFT (ωB97M-V with the def2-TZVPD basis set) results for a structure of composition C3H6N3O.

Summary:
- LUMO energy: -4.54 eV
- Total energy: -9714.7713 eV
- Orbital gap: 0.313 Eh
- F_max: 0.094 hartree/bohr
- ΔE to the lowest compared entry with this formula, charge and spin: 3.9588 eV
- Charge: +1

Element x y z (Å)
C -0.90422 0.64733 0.44664
C 1.11343 -0.72768 -0.38751
C 0.53930 0.15810 0.63772
N -3.08443 -0.29385 -0.07488
N -1.95808 -0.65430 -0.33217
N 1.72664 0.60297 -0.14090
O -1.33964 1.74400 0.63357
H 1.84800 -1.47504 -0.07653
H 0.49440 -1.00141 -1.20987
H 0.90842 -0.06627 1.62435
H -3.66354 -0.97534 -0.56054
H 2.59763 0.64573 0.34785
H 1.72209 1.39574 -0.90774

Forces on atoms 1 to 6 (eV/Å):
C -1.487 0.457 -0.883
C 1.210 -0.997 1.436
C 0.032 -0.719 0.307
N 0.892 -0.179 -0.278
N 1.481 2.311 1.597
N -1.020 3.049 -3.595

Atom charges from the Mulliken analysis, given in e for atoms 1 to 4: C 0.2680; C -0.4037; C 0.1206; N -0.3876



# 4
DFT (ωB97M-V with the def2-TZVPD basis set) results for the ion C3H6N3O with charge +1.

Summary:
- LUMO energy: -5.39 eV
- Total energy: -9715.5298 eV
- Orbital gap: 0.321 Eh
- F_max: 0.086 hartree/bohr
- ΔE to the lowest compared entry with this formula, charge and spin: 3.2004 eV
- Charge: +1
- SMILES string: O=C1C[NH2+]CN=N1

Element x y z (Å)
O -0.04290 -1.16242 -2.34381
C -0.31659 -0.89222 -1.24773
C 0.69949 -0.98372 0.01031
N 0.76077 0.47822 0.33386
C -0.57019 1.06005 0.67513
N -1.70486 0.30405 0.10224
N -1.58194 -0.45290 -0.83727
H 0.11078 -1.52493 0.73937
H 1.56540 -1.52854 -0.32035
H 1.36204 0.76292 1.23159
H 1.04462 0.78679 -0.53612
H -0.65727 2.13330 0.39134
H -0.66937 1.01938 1.80143

Forces on atoms 1 to 6 (eV/Å):
O 0.585 -0.565 -2.159
C 1.576 0.140 2.503
C -3.112 -0.647 -1.237
N 1.127 -0.620 4.243
C -1.173 -0.413 1.165
N -0.531 1.938 0.954

Atom charges from the Mulliken analysis, given in e for atoms 1 to 4: O -0.3481; C 0.5664; C -0.6641; N -0.1460



# 5
DFT (ωB97M-V with the def2-TZVPD basis set) results for a cluster of 2 separate species, C3H6N3P in total.

Summary:
- LUMO energy (spin up / spin down): -0.22 / -0.22 eV
- Total energy: -16963.6638 eV
- Orbital gap (spin up / spin down): 0.298 / 0.298 Eh
- F_max: 0.079 hartree/bohr
- ΔE to the lowest compared entry with this formula, charge and spin: 3.6943 eV
- Charge: 0

Element x y z (Å)
C 1.10246 -0.38447 -0.55536
C 2.43491 -0.06574 -0.47478
C 0.48746 0.32087 0.47741
N 2.65303 0.75192 0.55304
N 1.48071 0.93292 1.15330
N -2.88560 -0.12980 -0.63442
P -2.26293 0.35688 0.77041
H 0.78288 -1.19844 -1.16729
H 3.25319 -0.49892 -1.14003
H 1.40933 1.38167 2.00610
H -3.16177 0.56304 -1.41452
H -2.80406 -1.07171 -0.86773
H -2.48961 -0.95821 1.29388

Forces on atoms 1 to 6 (eV/Å):
C -0.938 -0.096 0.367
C 1.832 -0.019 -0.091
C -2.899 -1.275 0.091
N 2.087 -0.079 0.108
N -0.854 -1.137 -2.778
N -1.169 2.827 -2.699

Atom charges from the Mulliken analysis, given in e for atoms 1 to 4: C -0.3671; C -0.2127; C -0.1121; N -0.8210



# 6
DFT (ωB97M-V with the def2-TZVPD basis set) results for a structure of composition C3H6N3S.

Summary:
- LUMO energy: -5.45 eV
- Total energy: -18502.3270 eV
- Orbital gap: 0.315 Eh
- F_max: 0.065 hartree/bohr
- ΔE to the lowest compared entry with this formula, charge and spin: 4.4346 eV
- Charge: +1

Element x y z (Å)
C 1.21154 -0.42735 -2.07079
C 0.28153 -1.47952 -1.73563
C -0.66473 2.06640 0.60553
N 1.42444 2.02013 -0.50383
N 2.39844 2.23732 -1.08683
N 0.50397 1.51147 0.05740
S 2.25829 0.52228 -2.62497
H -0.80738 -1.25185 -1.66763
H 0.42682 -2.33429 -2.45505
H 0.71300 -1.71430 -0.75355
H -1.48333 1.47158 0.15207
H -0.68133 1.83339 1.72842
H -0.70916 3.06171 0.34430

Forces on atoms 1 to 6 (eV/Å):
C 0.633 1.553 -1.869
C 0.411 -0.624 -0.228
C -1.446 -2.398 1.806
N 1.757 1.042 -0.337
N -1.687 0.480 1.352
N 1.921 -1.933 -0.762

Atom charges from the Mulliken analysis, given in e for atoms 1 to 4: C 0.5002; C -0.5355; C -0.6761; N 0.8575



# 7
DFT (ωB97M-V with the def2-TZVPD basis set) results for a cluster of 2 separate species, C3H6N4 in total.

Summary:
- LUMO energy: -1.59 eV
- Total energy: -9163.4049 eV
- Orbital gap: 0.262 Eh
- F_max: 0.097 hartree/bohr
- ΔE to the lowest compared entry with this formula, charge and spin: 5.4512 eV
- Charge: 0

Element x y z (Å)
C 2.79305 -0.90434 -0.21203
C 1.71261 1.13386 0.14004
C 0.35503 -0.99046 0.09830
N 3.63907 0.05160 -0.12743
N 2.96946 1.20889 0.14740
N 1.42631 -0.34038 -0.05568
N -1.50877 1.36548 -0.00175
H 2.96173 -1.98363 -0.10151
H -0.55981 -0.53464 0.17053
H -1.46276 1.39481 -1.07794
H 0.40830 -2.10965 0.35382
H -0.51116 1.43280 0.24811
H -1.99009 2.17594 0.09756

Forces on atoms 1 to 6 (eV/Å):
C -0.419 -0.070 1.158
C -2.522 1.138 0.211
C 2.049 -3.251 1.092
N 0.026 -2.876 -0.312
N 0.695 2.111 -0.052
N 2.404 -1.087 -0.616

Atom charges from the Mulliken analysis, given in e for atoms 1 to 4: C -0.0514; C -0.5054; C -0.1933; N -0.2610



# 8
DFT (ωB97M-V with the def2-TZVPD basis set) results for the molecule C3H6N4.

Summary:
- LUMO energy: 0.38 eV
- Total energy: -9166.0903 eV
- Orbital gap: 0.364 Eh
- F_max: 0.098 hartree/bohr
- ΔE to the lowest compared entry with this formula, charge and spin: 2.7658 eV
- Charge: 0
- SMILES string: [H]/N=C1/CN(N)C=N1

Element x y z (Å)
H 1.86825 2.40075 0.46911
N 0.87336 2.27462 0.57465
C 0.76376 0.96668 0.38384
C -0.49771 0.33112 0.67180
N -0.40308 -1.03275 0.09153
N -1.09926 -1.24275 -1.13296
C 0.94658 -1.04061 -0.05158
N 1.69040 -0.01233 -0.03018
H -0.84269 0.41516 1.74480
H -1.26150 1.00133 0.09468
H -1.47147 -0.35014 -1.57516
H -1.94321 -1.76965 -0.88233
H 1.37658 -1.94142 -0.35820

Forces on atoms 1 to 6 (eV/Å):
H 0.653 0.849 -0.255
N 0.467 -4.013 -0.514
C 0.835 4.592 1.153
C -4.804 1.373 -0.473
N -1.271 2.317 1.582
N -1.349 0.006 -0.478

Atom charges from the Mulliken analysis, given in e for atoms 1 to 4: H 0.3053; N -0.6592; C 0.5672; C -0.4288